Record 1
Density functional theory data (ωB97M-V/def2-TZVPD) for the ion C18H33F10N3O2PS with charge +1.

```
68
Properties=species:S:1:pos:R:3:forces:R:3:nbo_charge:R:1
C 1.0844 1.9573 4.4047 0.71 -0.45 -0.28 -0.61
C 1.9328 1.6267 3.1429 -0.61 0.68 0.76 -0.40
C 2.0931 2.8523 2.2072 1.03 -1.41 -0.21 -0.40
C 3.5289 2.8875 1.5944 -0.86 0.38 -0.77 -0.40
C 3.5192 3.0002 0.0455 1.14 0.21 0.62 -0.40
C 3.6122 1.6544 -0.6780 -0.91 0.16 0.04 -0.39
C 2.5890 0.6091 -0.1711 1.02 0.75 -0.73 -0.41
C 2.6165 -0.5781 -1.1386 -0.71 0.38 0.70 -0.42
C 1.3796 -1.5495 -1.0004 3.05 -0.55 -0.38 0.45
C 1.9638 -2.9742 -0.8595 -0.74 0.61 0.11 -0.47
C 2.6211 -3.2700 0.4762 0.93 -1.88 -0.62 0.20
C 3.0556 -4.7587 0.4666 -0.84 0.41 -0.05 -0.64
F 1.7608 -3.1165 1.5410 -0.16 0.55 0.14 -0.35
N 0.6234 -1.4815 -2.2942 -0.62 0.56 0.12 -0.61
C -0.2974 -0.4960 -2.3097 0.99 -0.39 -0.10 0.74
N -0.3061 0.3782 -3.3233 -0.65 0.29 -0.74 -0.82
N -1.1478 -0.4083 -1.2948 -0.40 -0.65 0.76 -0.41
C -2.5760 -0.5968 -1.6963 -0.96 1.43 -0.99 -0.25
C -3.2640 0.7297 -2.1133 0.51 -0.68 0.84 -0.45
C -3.9628 1.4157 -0.9113 0.71 -1.97 -2.02 0.63
F -3.9606 2.7060 -1.1809 -0.22 1.31 0.56 -0.29
F -3.2394 1.1349 0.1797 0.09 0.32 0.85 -0.32
C -5.4147 0.8760 -0.8457 -0.39 1.33 1.07 0.45
F -5.4940 -0.4024 -1.1296 0.66 -1.35 0.13 -0.30
F -6.0733 1.5033 -1.7961 -0.43 0.68 -1.04 -0.29
S -6.3359 1.1926 0.7802 -1.57 -0.98 -0.14 2.39
F -7.4016 2.0985 0.0605 0.11 0.64 -0.09 -0.45
F -5.4448 2.4399 1.0966 0.52 0.29 0.01 -0.45
F -5.3684 0.2041 1.5303 0.77 0.05 0.08 -0.46
F -7.2819 -0.0429 0.4622 -0.10 -0.23 0.01 -0.46
F -7.0987 1.4145 2.1230 -0.07 0.09 0.40 -0.43
C -0.7570 -1.2643 -0.1519 0.39 0.18 -0.18 -0.05
P -1.3911 -3.0412 -0.2523 -0.42 -0.32 1.36 1.44
O -2.6409 -3.0881 0.5154 -0.94 0.18 -0.03 -1.07
O 0.6167 -1.0991 0.0596 -0.99 -0.28 -0.37 -0.48
H 0.4980 2.8631 4.2735 -0.27 -0.13 -0.01 0.20
H 0.4695 1.1039 4.6799 -0.28 0.15 0.06 0.21
H 1.7691 2.1200 5.2369 -0.12 0.18 0.10 0.21
H 1.4927 0.7756 2.6216 -0.01 0.07 -0.17 0.19
H 2.9038 1.2941 3.5065 0.14 -0.01 -0.17 0.20
H 1.4060 2.7257 1.3700 -0.30 0.31 0.15 0.19
H 1.8594 3.7706 2.7383 0.02 0.08 -0.05 0.21
H 4.0720 1.9713 1.8222 0.09 0.04 0.32 0.19
H 4.0794 3.7320 2.0052 0.10 -0.08 0.08 0.22
H 4.4197 3.5632 -0.2159 -0.05 0.02 -0.23 0.22
H 2.6935 3.6180 -0.3084 -0.24 -0.19 0.03 0.20
H 3.3839 1.8483 -1.7317 0.24 -0.10 -0.10 0.19
H 4.6192 1.2417 -0.6205 0.11 0.05 0.03 0.20
H 1.6276 1.1218 -0.1441 -0.19 -0.31 0.08 0.20
H 2.8874 0.3323 0.8365 -0.37 -0.24 0.11 0.23
H 3.5429 -1.1293 -0.9924 0.00 -0.06 -0.02 0.22
H 2.6651 -0.1496 -2.1424 -0.10 -0.22 -0.15 0.20
H 1.2213 -3.7312 -1.1144 -0.08 -0.11 0.17 0.21
H 2.7480 -3.0568 -1.6128 -0.01 -0.06 -0.08 0.24
H 3.5404 -2.7030 0.6176 -0.34 0.65 0.26 0.18
H 2.2403 -5.2972 0.9500 0.15 -0.16 0.19 0.23
H 3.9870 -4.9261 0.9945 0.03 -0.10 -0.01 0.23
H 3.0794 -5.1476 -0.5491 0.44 -0.01 -0.06 0.21
H 1.2455 -1.4091 -3.0897 0.24 -0.09 0.20 0.42
H -0.3680 1.3680 -3.1353 -0.55 -0.17 -0.03 0.44
H -0.1845 0.0849 -4.2819 0.43 0.08 0.15 0.43
H -2.5881 -1.2531 -2.5662 -0.09 -0.24 0.13 0.21
H -3.1763 -1.0346 -0.9023 0.57 -0.34 0.26 0.28
H -2.4763 1.3949 -2.4478 -0.31 0.32 -0.20 0.22
H -3.9773 0.5346 -2.9056 -0.01 0.17 -0.18 0.25
H -1.2497 -0.8586 0.7301 -0.21 -0.19 0.05 0.27
H -1.5490 -3.4704 -1.5898 0.60 0.16 -0.04 -0.06
H -0.4229 -3.8104 0.4283 0.35 0.17 -0.71 -0.03
```
Forces are in eV/Å.

Calculated values
**Spin multiplicity**: 1
**HOMO-LUMO gap**: 0.32326 Ha
**Net charge**: +1
**SMILES**: CCCCCCCC[C@]1(C[C@H](C)F)NC(N)=[N+](CCC(F)(F)C(F)(F)S(F)(F)(F)(F)F)[C@@H]([PH2]=O)O1
**LUMO energy**: -3.95 eV

***

Record 2
Density functional theory data (ωB97M-V/def2-TZVPD) for a cluster of 6 separate species, C18H33N6O9 in total.

```
66
Properties=species:S:1:pos:R:3:forces:R:3:nbo_charge:R:1
N -0.1143 0.0511 -1.7911 -1.63 1.03 0.02 0.70
O 0.7867 -0.7949 -1.6541 -0.29 0.11 0.14 -0.54
O -1.2693 -0.1109 -1.2481 1.58 -0.20 -0.78 -0.58
O 0.0747 1.1051 -2.4641 0.23 -0.83 0.58 -0.56
C 0.3937 -0.4089 2.2099 3.67 2.45 4.19 -0.18
C 0.3897 0.2181 3.5829 -6.90 -0.32 -2.63 -0.21
C -1.0113 0.5131 4.1799 1.94 -3.42 1.43 -0.21
C -2.1853 -0.2779 3.6109 4.89 1.20 -0.96 -0.01
C -1.9643 -0.8289 2.2639 -2.11 0.62 -0.16 -0.16
C -0.7103 -0.7789 1.5259 -1.86 -0.25 3.70 -0.22
N -3.5163 -0.3519 4.3519 2.02 5.11 -2.39 0.53
O -3.8453 0.6491 5.0089 0.97 -1.34 0.83 -0.41
O -4.2833 -1.0559 3.8259 -2.54 -3.42 -0.42 -0.33
H 1.5007 -0.4569 1.9039 -2.04 -0.30 -0.46 0.23
H 1.2677 0.6731 3.9349 0.89 0.35 0.74 0.21
H -1.0183 0.8481 5.3749 -0.30 -0.58 -3.60 0.24
H -2.8973 -1.1939 1.6409 1.98 0.53 1.77 0.24
H -0.5563 -1.2309 0.6089 -0.45 -0.56 -1.89 0.26
C -2.4803 -3.4239 -0.1551 -0.66 -1.58 2.36 0.50
O -2.4053 -4.0209 0.9089 0.48 -1.04 0.42 -0.65
N -2.5313 -4.0189 -1.3241 -1.54 -1.41 -2.44 -0.43
C -2.7213 -3.2259 -2.5941 5.66 4.47 6.30 -0.39
C -2.8353 -5.4839 -1.4131 -0.07 -0.91 0.74 -0.44
H -2.6903 -2.4199 0.0019 0.10 2.63 -1.22 0.14
H -3.3053 -2.3739 -2.2791 -0.52 0.25 -0.61 0.22
H -3.0773 -3.7859 -3.2931 -2.14 -3.18 -4.36 0.18
H -1.6303 -2.7459 -2.7921 -2.59 -1.21 -0.24 0.23
H -3.3293 -6.1259 -0.4601 0.19 2.70 -2.56 0.24
H -1.8943 -5.9799 -1.2991 0.90 -0.49 -0.67 0.20
H -3.2373 -5.6479 -2.4871 0.33 -0.17 2.21 0.20
C 2.9247 1.6081 -0.1831 3.05 1.32 4.17 0.51
O 3.9527 1.0301 0.1899 -0.57 0.58 -0.14 -0.64
N 2.4667 2.7381 0.4729 0.98 -0.84 -2.34 -0.45
C 1.2217 3.4041 -0.0001 -1.89 -3.82 1.65 -0.44
C 3.3137 3.3711 1.4349 1.67 3.83 -3.06 -0.40
H 2.4207 1.1941 -0.9501 -2.56 -0.87 -2.85 0.17
H 0.8557 3.3401 -1.0631 1.42 -0.03 0.80 0.24
H 1.1657 4.4021 0.4029 -0.25 0.11 0.15 0.20
H 0.5477 2.5771 0.5469 -0.15 2.81 -1.13 0.23
H 2.8877 4.3541 1.6649 -0.28 -0.30 0.23 0.19
H 4.3507 3.7201 1.0099 -1.59 -0.90 0.14 0.18
H 3.6097 2.9421 2.3089 0.03 -2.12 2.36 0.21
C 3.5247 -5.5439 0.2499 1.71 2.36 -0.03 0.52
O 4.7037 -5.6389 0.7029 -3.42 0.44 -1.34 -0.64
N 2.8537 -4.3709 -0.1151 3.62 -0.67 1.37 -0.41
C 1.5077 -4.2519 -0.4751 0.24 2.68 2.43 -0.39
C 3.6657 -3.1509 -0.1461 -4.27 1.44 -0.23 -0.43
H 2.9047 -6.3559 -0.0651 -0.41 -1.31 0.37 0.10
H 0.9157 -5.0289 -0.2191 -1.74 -2.64 1.24 0.20
H 1.3957 -4.0959 -1.4461 -0.34 0.53 -4.72 0.19
H 1.1057 -3.3059 -0.0641 -0.02 -0.60 0.32 0.22
H 4.4607 -3.2649 -0.7281 3.01 -0.52 -3.54 0.20
H 4.1667 -3.0299 0.7049 1.51 0.35 4.27 0.21
H 3.1777 -2.1289 -0.3201 0.01 -1.93 -0.16 0.24
C -1.6283 6.8031 -1.2381 1.56 2.02 0.61 0.51
O -1.1243 7.9251 -1.1181 -0.16 -0.71 -0.37 -0.65
N -1.0583 5.7811 -1.8741 -0.61 -1.75 -1.20 -0.42
C -1.9143 4.5571 -2.0811 -2.32 2.60 2.94 -0.43
C 0.2577 5.8771 -2.5421 -1.67 -0.69 1.45 -0.40
H -2.5433 6.6221 -0.6911 -0.67 -0.65 -0.11 0.12
H -2.8453 4.7621 -2.6851 1.59 -0.52 -0.45 0.20
H -2.4473 4.4881 -1.0691 0.82 -0.45 -1.05 0.20
H -1.3623 3.6611 -2.1781 0.48 -0.84 -0.76 0.25
H 0.9297 6.3601 -1.8721 0.78 -0.05 0.59 0.22
H 0.2337 6.4581 -3.3981 -0.35 1.34 -1.85 0.19
H 0.5007 4.8781 -2.8461 0.59 -0.45 0.18 0.21
```
Forces are in eV/Å.

Calculated values
**Spin multiplicity**: 1
**HOMO-LUMO gap**: 0.28463 Ha
**Net charge**: -1
**LUMO energy**: 1.63 eV
**Relative energy (zero: lowest compared OMol25 entry of this formula, charge and spin)**: 0.0 kcal/mol

***

Record 3
Density functional theory data (ωB97M-V/def2-TZVPD) for a structure of composition C18H33NO3P2Pt.

```
58
Properties=species:S:1:pos:R:3:forces:R:3:nbo_charge:R:1
C 3.8446 2.7967 -0.2895 -5.44 0.91 0.76 -0.27
C 4.6512 1.6477 -0.4013 0.60 -5.50 -0.33 -0.02
H 3.8698 3.3635 0.6669 0.47 -0.20 -0.86 0.24
H 3.6944 3.4222 -1.1824 0.29 -0.12 0.41 0.23
C 4.3277 0.2525 -0.5749 1.98 4.52 0.57 -0.08
C 3.1282 -0.4166 -0.5748 -5.27 -1.38 0.55 -0.34
H 2.4058 -0.4239 0.3415 1.21 0.27 -1.82 0.18
H 2.7003 -0.9499 -1.5077 1.27 0.44 1.79 0.17
C 6.1103 1.9881 -0.3324 -0.30 0.63 0.13 -0.64
H 6.1500 3.0761 -0.2114 0.61 -0.19 -0.04 0.23
H 6.5994 1.7074 -1.2673 0.21 0.03 0.17 0.24
H 6.5780 1.5085 0.5290 0.21 0.02 -0.16 0.24
C 5.4186 -0.7498 -0.6781 -0.45 0.12 -0.67 -0.63
H 5.9540 -0.7353 0.2422 0.74 -0.23 0.64 0.24
H 6.0248 -0.5007 -1.5123 1.10 -0.12 -0.66 0.23
H 4.9348 -1.7077 -0.8185 0.46 -0.39 -0.02 0.23
Pt -2.1527 0.2068 0.3482 -1.29 -0.51 0.82 0.41
O -0.3815 1.0112 -0.0282 -1.11 0.10 2.56 -0.63
C 0.2159 0.7755 -1.0560 3.13 0.61 -3.76 0.56
O -2.4716 0.5386 -1.6651 0.71 -0.51 -2.07 -0.67
C -1.5899 0.0511 -2.4195 -0.36 -0.08 0.30 0.94
O -1.8357 -0.5029 -3.5826 0.12 0.27 0.27 -0.41
N -0.2579 0.0163 -2.1389 -0.39 0.02 0.46 -0.46
C -0.5748 -0.9828 -4.1692 -0.77 -0.48 -0.92 -0.09
C 0.5356 -0.5344 -3.2801 0.39 0.84 1.65 -0.23
H -0.4964 -0.5560 -5.1635 -0.19 -0.09 -0.06 0.24
H -0.6307 -2.0676 -4.2203 -0.21 0.06 -0.10 0.23
H 1.1690 0.2440 -3.7146 -0.17 -0.13 0.01 0.23
H 1.1612 -1.3471 -2.9048 -0.12 0.08 -0.23 0.24
C 1.4062 1.5155 -1.2311 1.36 -1.40 -1.22 -0.13
C 1.7823 2.2425 -0.0581 4.33 1.89 -0.65 -0.48
H 2.0643 1.4683 -2.1928 -1.60 0.51 1.82 0.25
H 1.8765 1.8605 0.9784 -1.04 0.13 -0.94 0.25
H 1.3863 3.2386 -0.2767 0.38 0.46 0.94 0.27
C -0.0598 -0.6387 2.9021 0.29 0.04 0.01 -0.97
P -1.7877 -0.5386 2.4019 -0.68 -0.39 0.35 1.18
C -2.6508 0.2980 3.7687 0.23 0.22 0.08 -0.97
C -2.5014 -2.2379 2.3476 0.54 -0.02 0.29 -0.73
C -3.8359 -2.2703 1.5941 -0.53 -0.11 -0.12 -0.74
P -4.1223 -0.7559 0.5837 -0.67 -0.40 0.49 1.16
C -4.8434 -1.2710 -0.9901 -0.02 0.00 -0.16 -0.97
C -5.3987 0.2374 1.4134 -0.08 0.05 -0.15 -0.96
H 0.1062 -1.5181 3.5376 -0.06 0.22 -0.09 0.27
H 0.1940 0.2672 3.4678 -0.01 -0.21 -0.14 0.27
H 0.5887 -0.6976 2.0208 -0.13 -0.05 0.20 0.26
H -3.7072 0.0164 3.8395 0.30 0.00 -0.09 0.26
H -2.1542 0.0357 4.7126 -0.16 0.02 -0.19 0.27
H -2.5739 1.3830 3.6240 -0.06 -0.22 0.11 0.27
H -1.7548 -2.8691 1.8422 -0.21 0.16 0.13 0.26
H -2.5993 -2.6126 3.3756 0.02 0.03 -0.23 0.26
H -3.8613 -3.1116 0.8877 0.01 0.14 0.27 0.27
H -4.6940 -2.3999 2.2689 0.26 -0.01 -0.12 0.27
H -5.9226 -1.4380 -0.8879 0.25 0.01 -0.01 0.27
H -4.6531 -0.4865 -1.7325 -0.19 -0.20 0.16 0.28
H -4.3608 -2.1955 -1.3283 -0.10 0.19 0.03 0.26
H -6.2874 -0.3770 1.6077 0.19 0.12 -0.07 0.26
H -5.0438 0.6700 2.3543 -0.06 -0.10 -0.28 0.25
H -5.6749 1.0540 0.7347 0.01 -0.11 0.18 0.27
```
Forces are in eV/Å.

Calculated values
**Spin multiplicity**: 3
**HOMO-LUMO gap (spin up / spin down)**: 0.26219 / 0.20609 Ha
**Expectation value of S²**: 2.028
**Net charge**: +2
**LUMO energy (spin up / spin down)**: -5.28 / -7.78 eV

***

Record 4
Density functional theory data (ωB97M-V/def2-TZVPD) for a structure of composition C18H34Cl3FeN5Si2.

```
63
Properties=species:S:1:pos:R:3:forces:R:3:nbo_charge:R:1
Fe -0.3955 -0.1914 0.1723 -0.04 -1.37 -0.41 1.39
N -2.2516 -1.6795 0.0097 0.13 0.22 0.06 -0.88
C -1.5623 -2.9609 0.2447 0.15 0.00 -0.15 -0.26
C -0.6043 -3.2059 -0.9091 -0.13 -0.05 0.10 -0.24
N 0.3445 -2.0888 -1.1163 -0.11 0.16 -0.10 -0.51
C 0.3435 -1.6258 -2.5062 -0.11 -0.02 0.07 -0.22
C -0.9040 -0.8236 -2.8216 0.12 -0.13 0.01 -0.23
N -0.9782 0.3422 -1.9153 -0.09 0.07 0.34 -0.91
C 1.6983 -2.4399 -0.6794 0.04 0.09 0.30 -0.22
C 1.7758 -2.4410 0.8387 0.01 -0.04 -0.30 -0.24
N 1.2685 -1.1572 1.3602 -0.51 0.18 0.10 -0.94
H -2.8876 -1.4880 0.7762 -0.02 0.01 -0.02 0.40
H -2.8219 -1.7452 -0.8278 -0.05 0.00 0.03 0.37
H -2.2525 -3.8042 0.3205 -0.01 0.01 0.04 0.21
H -1.0275 -2.8836 1.1953 -0.07 -0.08 0.05 0.25
H -1.1836 -3.3493 -1.8262 0.04 -0.04 0.01 0.20
H -0.0635 -4.1378 -0.7309 0.05 0.00 -0.04 0.22
H 0.4494 -2.4539 -3.2158 0.01 -0.01 -0.03 0.21
H 1.2042 -0.9735 -2.6198 0.20 0.07 -0.14 0.21
H -1.7912 -1.4373 -2.6762 -0.04 0.06 -0.04 0.20
H -0.8829 -0.5294 -3.8725 -0.06 0.10 0.02 0.22
H -1.9199 0.7219 -1.9072 -0.02 0.04 -0.03 0.40
H -0.3761 1.0831 -2.2626 -0.04 -0.01 0.02 0.41
H 2.3766 -1.6778 -1.0566 0.07 0.06 -0.07 0.20
H 2.0180 -3.4055 -1.0867 -0.01 -0.01 0.01 0.20
H 2.8099 -2.6202 1.1352 -0.02 0.00 0.11 0.22
H 1.1728 -3.2410 1.2662 -0.01 0.02 0.09 0.24
H 2.0334 -0.5133 1.5303 -0.02 0.03 -0.01 0.39
H 0.8254 -1.3518 2.2721 0.13 -0.13 0.03 0.45
C 1.0325 1.8740 2.4890 -0.13 -0.34 -0.14 -1.10
Si 0.6171 2.3178 0.7071 0.55 1.00 -0.23 1.10
C -1.2007 2.7700 0.3980 0.06 -0.40 0.03 -1.11
C 1.6288 3.8580 0.3590 -0.32 0.05 0.23 -0.47
C 1.6170 5.1014 0.9903 0.05 0.13 0.00 -0.13
C 2.4967 6.0868 0.5683 -0.09 -0.09 0.06 -0.20
C 3.3887 5.8381 -0.4747 0.04 -0.04 -0.08 -0.19
C 3.4041 4.6051 -1.1067 0.00 0.14 0.08 -0.18
C 2.5157 3.6161 -0.6821 0.40 -0.05 -0.36 -0.52
Si 2.1975 1.9037 -1.3135 -0.29 0.06 0.49 1.36
C 1.5533 2.0296 -3.0817 -0.10 -0.08 0.19 -1.15
C 3.6910 0.7737 -1.2624 -0.13 -0.09 0.00 -1.14
H 0.7501 2.7224 3.1177 -0.01 0.03 -0.05 0.26
H 2.1102 1.7333 2.5945 0.02 0.06 -0.02 0.25
H 0.5240 0.9917 2.8677 0.08 0.06 0.12 0.24
H -1.4313 3.6400 1.0177 0.01 -0.01 0.04 0.27
H -1.9184 1.9900 0.6608 -0.08 0.09 -0.02 0.23
H -1.3526 3.0597 -0.6434 0.05 0.06 -0.01 0.24
H 0.9309 5.3025 1.8059 0.02 0.04 0.00 0.20
H 2.4939 7.0548 1.0523 0.01 0.01 -0.01 0.22
H 4.0707 6.6162 -0.7926 0.00 0.00 0.01 0.23
H 4.0993 4.4250 -1.9191 0.01 0.01 0.01 0.21
H 2.3510 2.4759 -3.6821 0.02 0.01 0.04 0.27
H 0.6929 2.6996 -3.1538 0.03 0.04 -0.01 0.25
H 1.3060 1.0781 -3.5462 0.00 -0.12 -0.13 0.22
H 4.5611 1.3722 -1.5464 -0.01 0.01 0.00 0.27
H 3.6166 -0.0482 -1.9754 0.02 -0.04 0.01 0.24
H 3.8897 0.3636 -0.2714 0.01 0.02 0.00 0.25
Cl -0.3069 -2.8271 3.6416 0.18 0.08 -0.19 -0.72
C -2.3762 -1.1757 4.1273 -0.41 -0.06 0.21 -0.19
Cl -2.0511 -0.6373 5.6961 0.07 0.02 -0.11 0.15
Cl -3.6919 -2.2320 3.8690 0.10 0.07 -0.03 0.12
C -1.8762 -0.5056 3.0226 0.25 0.07 -0.02 0.39
N -1.4476 0.0131 2.0779 0.02 0.06 -0.13 -0.58
```
Forces are in eV/Å.

Calculated values
**Spin multiplicity**: 6
**HOMO-LUMO gap (spin up / spin down)**: 0.28804 / 0.26522 Ha
**Expectation value of S²**: 8.768
**Net charge**: +1
**LUMO energy (spin up / spin down)**: -2.46 / -3.83 eV
**Relative energy (zero: lowest compared OMol25 entry of this formula, charge and spin)**: 0.0 kcal/mol

***

In the order shown, the computed largest force on an atom values come out to 3.124; 9.579; 5.571; 1.430 eV Å⁻¹.
In the order shown, the computed calculated total energy values come out to -75056.3501; -46557.1788; -48639.8618; -114373.0977 eV.